No. 1
This record from the Open Molecules 2025 dataset describes a 2-piece molecular cluster, C4H6 overall at a distorted geometry. The level of theory is ωB97M-V/def2-TZVPD.

Values from the calculation:
Energy relative to the best compared isomer or geometry (same formula, charge and spin) (kcal/mol): 52.3
HOMO-LUMO gap (eV): 10.9167
HOMO (eV): -9.656

The geometry in ORCA input format:
```
! RIJCOSX wB97M-V def2-TZVPD def2/J DEFGRID3
* xyz 0 1
C 1.86 -0.57 -0.07
C 2.18 0.59 0.00
H 1.81 -1.53 -0.41
H 2.49 1.56 0.28
C -1.62 0.58 -0.11
C -1.19 -0.65 0.17
H -1.99 0.89 -1.11
H -1.53 1.38 0.66
H -1.16 -1.38 -0.61
H -0.87 -0.87 1.20
*
```

No. 2
This record from the Open Molecules 2025 dataset describes one molecule with the formula C4H6 at a distorted geometry. The level of theory is ωB97M-V/def2-TZVPD.

Values from the calculation:
Energy relative to the best compared isomer or geometry (same formula, charge and spin) (kcal/mol): 87.0
HOMO-LUMO gap (spin up / spin down) (eV): 7.3846 / 8.0549
HOMO (spin up / spin down) (eV): -7.892 / -8.548

The geometry in ORCA input format:
```
! RIJCOSX wB97M-V def2-TZVPD def2/J DEFGRID3
* xyz 0 1
C 1.08 0.64 0.72
C -0.35 0.33 0.46
C -0.82 -0.58 -0.45
C -0.68 -1.85 -0.95
H 1.38 1.50 0.10
H 1.72 -0.20 0.46
H 1.23 0.94 1.76
H -1.09 1.03 0.86
H -1.56 0.10 -0.92
H -0.92 -1.91 -2.03
*
```

No. 3
This record from the Open Molecules 2025 dataset describes one molecule with the formula C4H6. The level of theory is ωB97M-V/def2-TZVPD.

Values from the calculation:
Energy relative to the best compared isomer or geometry (same formula, charge and spin) (kcal/mol): 16.2
HOMO-LUMO gap (eV): 10.1572
HOMO (eV): -9.090

The geometry in ORCA input format:
```
! RIJCOSX wB97M-V def2-TZVPD def2/J DEFGRID3
* xyz 0 1
C -1.21 -0.69 -1.54
C -0.46 -0.60 -0.48
C 0.09 -0.35 0.68
C 1.03 0.81 0.89
H -2.24 -0.40 -1.36
H -0.94 -1.01 -2.54
H -0.11 -1.02 1.51
H 0.62 1.60 1.52
H 1.31 1.23 -0.08
H 1.93 0.43 1.39
*
```

No. 4
This record from the Open Molecules 2025 dataset describes one molecule with the formula C4H6 at a distorted geometry. The level of theory is ωB97M-V/def2-TZVPD.

Values from the calculation:
Energy relative to the best compared isomer or geometry (same formula, charge and spin) (kcal/mol): 32.9
HOMO-LUMO gap (eV): 10.6608
HOMO (eV): -9.588

The geometry in ORCA input format:
```
! RIJCOSX wB97M-V def2-TZVPD def2/J DEFGRID3
* xyz 0 1
C -2.24 -0.34 0.00
C -1.11 -0.32 0.41
C 0.23 0.22 0.60
C 1.26 -0.15 -0.50
H -3.18 0.03 -0.36
H 0.68 0.14 1.59
H -0.25 1.21 0.64
H 2.07 0.58 -0.62
H 0.79 -0.27 -1.48
H 1.75 -1.10 -0.28
*
```

No. 5
This record from the Open Molecules 2025 dataset describes C4H6 as an isolated structure at a distorted geometry. The level of theory is ωB97M-V/def2-TZVPD.

Values from the calculation:
Energy relative to the best compared isomer or geometry (same formula, charge and spin) (kcal/mol): 106.4
HOMO-LUMO gap (eV): 6.8192
HOMO (eV): -7.126

The geometry in ORCA input format:
```
! RIJCOSX wB97M-V def2-TZVPD def2/J DEFGRID3
* xyz 0 1
C 1.43 0.02 0.08
C 0.17 0.53 0.76
C -1.07 0.77 0.31
C -1.21 -0.46 -0.30
H 2.32 0.58 0.42
H 1.66 -1.05 0.33
H 1.35 0.13 -1.00
H -1.89 1.43 0.49
H -1.06 -1.42 0.18
H -1.71 -0.52 -1.27
*
```

No. 6
This record from the Open Molecules 2025 dataset describes C4H6BeClF3O2 as an isolated structure at a distorted geometry. The level of theory is ωB97M-V/def2-TZVPD.

Values from the calculation:
Energy relative to the best compared isomer or geometry (same formula, charge and spin) (kcal/mol): 39.8
HOMO-LUMO gap (eV): 2.6073
HOMO (eV): -8.208

The geometry in ORCA input format:
```
! RIJCOSX wB97M-V def2-TZVPD def2/J DEFGRID3
* xyz 0 1
Be -11.01 5.92 -5.45
C -9.55 7.37 -10.75
O -10.65 6.54 -10.33
O -9.63 7.35 -12.05
C -9.67 8.69 -9.92
F -10.78 9.36 -10.23
F -9.58 8.49 -8.60
F -8.63 9.49 -10.24
C -10.45 5.66 -9.26
C -11.16 4.35 -9.48
H -10.82 3.87 -10.40
H -10.81 3.62 -8.74
H -12.24 4.36 -9.51
H -10.91 6.19 -8.38
H -9.45 5.55 -8.84
H -8.61 6.85 -10.48
Cl -11.12 3.19 -5.45
*
```

No. 7
This record from the Open Molecules 2025 dataset describes C4H6BeO3 as an isolated structure at a distorted geometry. The level of theory is ωB97M-V/def2-TZVPD.

Values from the calculation:
Energy relative to the best compared isomer or geometry (same formula, charge and spin) (kcal/mol): 66.0
HOMO-LUMO gap (eV): 6.9735
HOMO (eV): -19.546

The geometry in ORCA input format:
```
! RIJCOSX wB97M-V def2-TZVPD def2/J DEFGRID3
* xyz 2 1
H -0.94 2.97 2.12
O -0.06 0.08 0.96
C -0.03 -0.49 -0.24
O -1.06 -0.75 -0.87
Be -2.22 -0.14 -0.33
O 1.16 -0.67 -0.66
C 1.47 -1.92 -1.31
H 0.93 -2.73 -0.81
H 1.20 -1.86 -2.37
H 2.55 -2.04 -1.19
C -0.92 1.12 1.17
C -0.50 2.39 1.30
H 0.47 2.71 0.90
H -2.05 1.34 1.34
*
```

No. 8
This record from the Open Molecules 2025 dataset describes an isolated ion of composition C4H6Br2F3S and charge +1 at a distorted geometry. The level of theory is ωB97M-V/def2-TZVPD.

Values from the calculation:
Energy relative to the best compared isomer or geometry (same formula, charge and spin) (kcal/mol): 0.0
HOMO-LUMO gap (eV): 10.4595
HOMO (eV): -14.359

The geometry in ORCA input format:
```
! RIJCOSX wB97M-V def2-TZVPD def2/J DEFGRID3
* xyz 1 1
F 2.63 1.12 0.81
C 1.39 0.91 0.34
F 0.51 1.32 1.28
Br 1.18 1.98 -1.27
C 1.15 -0.60 0.08
F 1.21 -1.24 1.29
Br 2.62 -1.26 -1.03
C -0.14 -0.96 -0.63
C -1.41 -0.68 0.18
S -2.14 0.97 -0.06
H -0.11 -2.04 -0.77
H -0.16 -0.54 -1.62
H -1.28 -0.82 1.24
H -2.19 -1.36 -0.14
H -2.03 1.58 1.13
H -1.23 1.61 -0.83
*
```

Copy entry 1 word for word.
This record from the Open Molecules 2025 dataset describes a 2-piece molecular cluster, C4H6 overall at a distorted geometry. The level of theory is ωB97M-V/def2-TZVPD.

Values from the calculation:
Energy relative to the best compared isomer or geometry (same formula, charge and spin) (kcal/mol): 52.3
HOMO-LUMO gap (eV): 10.9167
HOMO (eV): -9.656

The geometry in ORCA input format:
```
! RIJCOSX wB97M-V def2-TZVPD def2/J DEFGRID3
* xyz 0 1
C 1.86 -0.57 -0.07
C 2.18 0.59 0.00
H 1.81 -1.53 -0.41
H 2.49 1.56 0.28
C -1.62 0.58 -0.11
C -1.19 -0.65 0.17
H -1.99 0.89 -1.11
H -1.53 1.38 0.66
H -1.16 -1.38 -0.61
H -0.87 -0.87 1.20
*
```

Please write out number 2 again, unchanged.
This record from the Open Molecules 2025 dataset describes one molecule with the formula C4H6 at a distorted geometry. The level of theory is ωB97M-V/def2-TZVPD.

Values from the calculation:
Energy relative to the best compared isomer or geometry (same formula, charge and spin) (kcal/mol): 87.0
HOMO-LUMO gap (spin up / spin down) (eV): 7.3846 / 8.0549
HOMO (spin up / spin down) (eV): -7.892 / -8.548

The geometry in ORCA input format:
```
! RIJCOSX wB97M-V def2-TZVPD def2/J DEFGRID3
* xyz 0 1
C 1.08 0.64 0.72
C -0.35 0.33 0.46
C -0.82 -0.58 -0.45
C -0.68 -1.85 -0.95
H 1.38 1.50 0.10
H 1.72 -0.20 0.46
H 1.23 0.94 1.76
H -1.09 1.03 0.86
H -1.56 0.10 -0.92
H -0.92 -1.91 -2.03
*
```